(1)
121
Properties=species:S:1:pos:R:3:forces:R:3 method="wB97M-V/def2-TZVPD" e_homo_ev=-11.46 homo_lumo_gap_ha=0.2345 mol_weight_g_mol=836.7 e_tot_ev=-80448.356 charge=+1
C 3.3569 -0.2115 7.7101 0.0 -0.2 0.6
H 1.7956 3.3024 4.0145 0.0 -0.1 -0.2
H -0.0541 -2.9285 -5.4947 1.6 -0.5 1.3
H 11.4600 -0.9658 7.2335 -0.2 0.0 0.1
H 4.7800 -8.7308 -10.8110 0.2 0.0 0.1
H -1.6927 4.5155 -0.6042 -0.2 0.1 0.0
H -3.4609 -7.4311 -2.7969 -0.1 0.1 0.1
H -8.7436 10.7673 -1.0515 -0.2 -0.1 0.0
H 6.3456 1.7240 8.0996 0.0 0.1 -0.1
C 1.5966 -1.6477 -0.0699 -1.5 -0.4 2.0
H -13.2625 6.7677 1.1477 0.1 0.0 0.0
C 0.3926 -0.8053 0.4056 1.8 -3.4 1.3
H -7.3786 4.9906 -1.2013 0.2 -0.1 0.2
H -1.1336 -0.7122 1.9585 1.0 -0.5 -0.3
O -9.3116 8.8287 -1.5822 -0.2 -0.2 0.4
H 5.6206 1.5916 6.4810 0.1 0.0 0.0
O 6.0265 -6.8898 -9.1537 -0.4 -0.2 0.3
H 6.6396 0.2950 7.1222 0.0 0.1 -0.2
H 0.6043 2.2691 4.7829 0.0 -0.1 -0.1
H -4.1618 -1.6817 -0.0311 0.0 0.0 0.0
C 0.7933 -3.1557 -4.7537 3.2 -0.5 3.1
C -4.2445 -2.7713 -0.0269 -0.2 -0.1 -0.1
H 7.9330 1.6940 5.4627 0.1 -0.1 0.2
C -2.1035 4.6511 0.4002 0.6 0.3 0.2
H -12.8314 8.2064 0.2108 0.1 -0.1 0.1
H -6.0625 5.2177 -2.3626 0.1 0.1 0.2
O -3.7470 5.7225 -1.4430 -0.1 -0.4 0.3
O 9.1189 -0.2514 6.5513 0.2 0.4 0.2
C 4.9029 -5.4191 -7.1995 0.1 0.6 0.0
C 2.7955 -4.6533 -3.7095 -2.0 2.7 -0.2
H 2.8163 -1.1578 7.6418 0.0 0.2 -0.1
H 4.4892 -5.1842 -6.2147 -0.1 -0.3 -0.1
C -3.3943 -5.4881 -1.0993 -0.3 -0.3 -0.1
H -10.8803 7.4655 1.6347 0.0 0.1 -0.2
O -10.2930 7.3185 -0.3630 0.4 0.4 -0.1
C -0.1958 0.9280 -1.8487 -1.1 0.6 0.0
H -1.6554 3.8845 1.0374 -0.3 0.0 -0.1
H 6.1190 -9.3491 -9.7853 -0.1 0.2 0.0
B -0.1697 0.5697 -0.2699 -0.3 1.5 0.2
H -4.8841 -3.0689 -0.8607 0.2 0.1 0.0
H 3.5522 -1.3507 -1.0742 -1.8 0.3 -0.4
H 4.7204 -3.3785 -7.8842 0.0 -0.1 0.0
H -1.6795 1.2363 0.7711 0.8 1.0 0.1
H -2.2482 -3.0659 0.6973 0.0 -0.4 0.0
H -8.3494 10.2474 -2.6976 -0.1 -0.3 0.1
H -0.7417 0.1043 -2.4522 1.2 1.2 0.9
H 2.4952 1.4048 2.5360 0.2 -0.1 0.3
H 0.4649 -1.1832 -3.5827 1.0 -1.5 -0.1
H -12.8527 6.6386 -0.5787 0.0 -0.1 0.1
C -11.1522 6.9347 0.7183 -0.5 -0.2 0.4
C -3.9942 -7.5984 -1.8588 -0.2 -0.5 -0.4
H -10.9742 5.8709 0.8971 0.2 0.2 -0.2
H -4.7502 -3.0866 0.8893 0.1 0.1 0.0
O 8.8790 1.8794 7.3134 0.4 -0.3 -0.1
C 2.4362 -1.2342 -1.3635 0.6 -1.3 0.1
C 1.0875 -2.1340 -3.6157 1.6 -2.3 0.0
C 6.5102 1.3792 7.0750 0.1 -0.2 0.1
C 2.1895 -2.3135 -2.5328 -0.4 -2.6 -2.4
C 3.0779 -3.6147 -2.5652 -3.1 0.4 -3.0
H 7.5523 3.1290 6.4064 0.3 -0.1 0.2
C 7.7300 2.0525 6.4754 -0.5 0.0 -0.2
H -10.0319 10.6347 -2.2966 0.1 0.0 0.2
O 4.4920 -8.5210 -8.7703 0.2 0.5 0.3
H 0.4370 2.6553 3.0641 0.1 0.0 0.0
H 1.4998 -5.1690 -5.6609 0.5 1.2 1.7
O -3.5170 4.4151 0.4056 -0.2 -0.2 -0.3
H 4.8594 -4.5653 -9.1903 0.1 0.0 0.2
H 1.3723 0.3275 3.3574 0.1 0.0 0.2
H 0.8110 1.2230 -2.2981 -1.4 -0.7 0.4
H 3.3806 -5.6291 -3.8123 -0.8 1.7 0.4
H -0.6972 6.1613 1.0392 -0.1 -0.1 0.0
O 3.0148 0.9910 4.4606 0.0 -0.4 0.2
O -10.5768 9.5098 0.1786 0.3 -0.4 -0.3
O -0.7456 1.5571 0.6579 -0.3 -3.0 -1.3
H 4.2966 -0.3890 8.2356 0.0 0.1 -0.3
H 4.5873 -10.2314 -9.8877 -0.1 0.2 0.2
H -6.3994 6.4646 -1.1137 0.1 -0.1 -0.1
O -3.6936 -4.9833 -2.1536 0.3 -0.1 0.5
H 3.9015 -3.8105 -1.7827 -1.4 0.4 -1.5
O 1.4767 0.0711 5.8641 0.4 0.0 -0.3
C -2.8743 -3.4151 -0.1288 -0.2 0.4 -0.1
C 2.6063 0.4120 5.6030 0.2 0.2 0.2
O 3.6695 0.3031 6.4155 -0.6 -0.1 -0.6
O -2.9642 -4.8370 -0.0026 0.2 -0.1 -0.1
C 1.2617 -3.3118 1.9881 -0.4 2.9 -2.8
H -3.8743 -8.6454 -1.5765 0.1 0.2 0.2
H 1.5742 -4.2157 2.6053 -0.7 1.5 -0.8
H 5.9917 -5.4198 -7.0997 -0.1 -0.1 -0.2
H -2.3657 -3.1402 -1.0576 -0.1 -0.2 0.0
H -2.1784 6.8151 0.3235 0.1 -0.1 0.0
C -9.1058 10.2015 -1.9124 0.2 0.5 -0.2
O -3.4579 -6.7966 -0.8062 0.2 0.7 0.0
C 4.4317 -4.3826 -8.2018 0.0 -0.1 -0.3
C 5.0840 -7.3354 -8.5464 -0.1 0.0 -0.2
H -5.0597 -7.3909 -1.9786 0.1 0.1 -0.1
H -0.8739 1.8621 -1.9554 1.2 -1.4 0.2
C 0.0447 -2.4250 2.3856 2.3 -0.1 -2.0
C 1.6860 -4.4243 -4.8022 0.1 2.7 2.4
H -2.2269 6.1515 1.9478 0.1 -0.1 0.0
H 2.9738 -3.4925 0.3105 -1.5 0.6 0.8
C -4.2088 5.0217 -0.5760 -0.2 0.2 0.1
C 1.9900 1.2208 3.4885 -0.3 0.3 -0.3
O 4.4244 -6.7242 -7.5465 0.2 -0.4 -0.1
C -6.3734 5.3946 -1.3310 -0.5 0.2 -0.3
C 1.1569 2.4304 3.8543 -0.2 0.1 0.3
H 10.4964 -1.3204 8.7079 0.0 0.0 -0.2
O 10.4940 0.6635 8.1130 -0.4 0.1 -0.4
O -5.5097 4.7321 -0.4067 0.6 -0.1 0.0
H 12.0432 -0.4633 8.8279 -0.2 0.2 0.0
C -12.6104 7.1467 0.3582 -0.1 0.3 -0.2
C -1.7775 6.0228 0.9598 -0.2 0.3 -0.1
C 9.4661 0.6728 7.2473 -0.1 0.1 0.2
C -10.1028 8.6406 -0.5110 -0.2 -0.1 -0.1
H -0.5450 -2.6901 3.3273 0.8 0.6 -1.6
C 2.0628 -2.9432 0.7131 -3.7 2.7 1.7
H 2.3128 -0.1523 -1.6951 -0.2 -1.6 0.5
C 11.1511 -0.5986 8.2144 0.3 -0.4 0.1
H 3.3449 -4.4224 -8.3139 0.0 0.1 0.2
N -0.3175 -1.2672 1.6306 2.7 -2.2 -0.7
H 2.7780 0.5239 8.2730 -0.1 -0.2 -0.1
C 5.0368 -9.2371 -9.8780 0.1 -0.4 -0.4

---

(2)
19
Properties=species:S:1:pos:R:3:forces:R:3 method="wB97M-V/def2-TZVPD" e_homo_ev=-8.82 smiles="C=CC.CNC" homo_lumo_gap_ha=0.3650 mol_weight_g_mol=87.2 e_tot_ev=-6883.303 de_lowest_kj_mol=279.2
C 2.0122 0.5647 0.4881 1.4 -0.5 -0.9
C 1.7093 -1.2263 -1.2810 0.3 0.8 -0.2
H -2.4113 2.4209 0.5893 -0.5 -0.7 -0.1
H 2.3673 0.5146 1.4908 0.2 0.3 0.9
H 2.1260 -1.7024 0.5854 -1.4 0.4 1.0
H -1.1086 -0.6906 -0.9195 -0.2 -0.3 1.9
H -1.9276 -1.8475 0.1391 -1.2 -0.9 0.1
C 1.8560 -0.8360 -0.0255 0.6 -0.3 0.4
H 1.2040 -2.1639 -1.3837 0.8 -0.9 -0.8
H -3.0927 0.2093 -0.1373 -2.2 -0.3 -1.3
H -0.9239 1.6875 0.9529 0.6 -0.3 0.6
N -2.4251 0.1905 0.5608 1.6 0.9 1.5
C -1.5115 -0.8785 0.1693 2.1 1.3 -1.2
H -0.6569 -1.0111 0.8832 -0.6 0.6 -0.7
C -1.8029 1.5342 0.3625 0.3 -0.5 -1.0
H 2.7873 1.0522 -0.1104 0.1 0.2 0.0
H -1.4587 1.5829 -0.6973 -0.1 0.4 0.4
H 1.1480 1.2065 0.4166 -0.5 -0.3 0.0
H 2.1093 -0.6072 -2.0832 -1.2 0.1 -0.4

---

(3)
115
Properties=species:S:1:pos:R:3:forces:R:3 method="wB97M-V/def2-TZVPD" e_homo_ev=-8.38 homo_lumo_gap_ha=0.3081 mol_weight_g_mol=1005.7 e_tot_ev=-87320.289
C 12.7588 2.2041 -3.2957 0.0 -0.1 0.0
H 12.3440 1.5156 -4.0249 -0.1 0.0 0.0
H -4.8339 -0.4740 -1.9350 0.0 0.1 0.1
N -10.8100 -1.6299 -1.8351 -0.2 0.1 -0.1
H -1.8141 -3.7981 0.4657 0.0 0.0 0.0
N 7.3864 2.2955 0.2974 0.1 0.0 0.3
C -1.9618 1.0299 1.4821 -0.9 -1.8 2.1
H 7.8146 1.0762 2.7409 0.1 0.1 0.0
C 11.6556 -0.2918 1.6839 0.0 0.1 -0.4
O 5.3397 2.1178 1.1950 0.2 0.0 0.2
C 1.1228 1.7784 0.5382 0.7 -0.3 -0.4
H 12.9280 3.1663 -3.7801 0.1 0.0 0.0
H -7.1057 -1.5122 -8.0770 0.0 0.0 0.0
O -12.0119 -1.6809 -3.7234 -0.1 0.0 0.0
H -11.1778 -1.0282 -7.8523 0.0 0.0 -0.1
H 15.5309 0.4536 2.5131 0.0 0.0 -0.1
C -5.5995 -1.5947 5.8819 -0.1 0.1 -0.4
H 9.1653 3.2974 -0.1131 0.1 0.0 0.0
H 0.9219 -0.0548 1.6319 -0.3 -0.2 0.2
C -5.6773 -0.7224 -1.2974 -0.2 -0.1 0.0
H 6.3873 1.8410 3.4514 -0.1 0.0 -0.1
H -13.3878 -2.1756 -0.9907 0.0 0.1 0.1
H 0.1836 -4.8257 3.3967 -0.1 0.0 0.1
N -1.5538 -3.9551 1.4261 0.1 0.0 0.2
O -3.3157 4.0248 0.9364 -0.6 1.0 0.1
H -5.8015 1.6144 -2.2407 0.0 0.0 0.0
C -13.2451 -1.3578 -1.6980 0.0 0.0 0.0
O 14.7344 0.8609 0.1735 0.0 0.1 0.0
C -11.9866 -1.5689 -2.5065 0.1 0.0 -0.1
O -2.7991 1.8659 0.6947 1.0 0.2 -0.4
C -9.0830 -1.2883 -8.0739 0.0 0.0 -0.1
H -5.8685 -2.5577 5.4454 0.0 -0.1 0.1
C -2.8477 -0.6781 6.4935 0.1 0.0 0.0
H 13.8451 3.6225 -0.0649 0.2 0.1 -0.1
C -6.7089 1.5928 -2.8339 -0.4 -0.1 -0.2
H -5.7856 0.0353 -0.5193 0.1 0.1 -0.1
H -10.2247 -0.1166 -6.6763 0.0 -0.1 0.1
H -11.4970 -1.3637 0.1372 0.0 0.0 0.0
H -10.0890 -2.4283 -0.0577 0.0 0.1 0.2
H 12.0508 -0.4531 2.6807 0.0 0.0 0.0
N -7.8766 -1.3617 -7.4468 -0.3 0.1 0.1
H -0.4001 -3.1952 3.8216 0.0 -0.1 0.1
O -1.7967 3.0614 2.2850 0.3 -0.3 0.4
H 10.8418 0.4339 1.7367 0.0 -0.1 0.1
H -10.0074 -1.7751 -2.4333 0.1 -0.1 0.2
C 7.1781 1.9620 2.7182 0.0 0.0 0.0
C 1.0987 0.2813 0.6214 0.8 0.4 -0.5
C -2.5392 -4.5371 2.3176 0.0 0.1 -0.5
H -8.5006 -1.0921 -5.4531 -0.1 -0.1 -0.1
C -10.3026 -1.0632 -7.2122 0.0 0.0 -0.1
O -2.6335 -0.8313 -1.1231 0.4 0.0 0.5
H 13.7069 1.8037 -2.9336 0.0 0.1 0.0
H -5.0977 -1.7635 6.8277 0.0 0.0 0.0
H -6.5136 -1.0272 6.0610 0.0 -0.1 0.1
O 0.4281 -3.0931 0.8406 0.1 0.1 0.0
H 11.2548 -1.2326 1.3038 -0.1 0.0 0.1
H -1.8485 -0.2549 6.4925 0.0 0.0 -0.1
H 13.9335 0.8365 3.1670 0.0 -0.1 0.1
C 0.2103 -3.7701 3.1235 0.0 0.0 0.0
C -3.4881 -0.4106 5.1547 0.0 0.1 -0.1
C -7.5947 -1.2521 -6.0278 0.4 -0.1 -0.4
H -10.4271 -1.8757 -6.4956 0.0 0.1 0.1
H 1.2355 -3.4201 3.1876 0.0 0.0 -0.1
H -2.1408 -4.6555 3.3190 0.0 0.0 0.0
C 14.4756 0.2065 2.4608 0.0 0.0 0.0
H -7.1122 -2.1674 -5.6822 -0.1 0.0 0.2
O -2.9017 0.1946 4.2670 0.0 -0.1 0.2
H -2.7729 -1.7508 6.6746 -0.1 0.0 0.1
O -9.1545 -1.4024 -9.2862 0.0 0.0 0.0
H 13.0972 5.0060 -0.8888 0.1 0.0 -0.1
H -14.0930 -1.3315 -2.3748 0.0 0.0 -0.1
N 12.6832 0.1969 0.7827 0.1 0.0 0.2
H -0.5342 1.6837 3.0247 0.1 -0.7 0.2
C 13.9914 0.4503 1.0518 -0.1 0.0 -0.2
H 14.3483 -0.8415 2.7336 -0.1 0.0 0.1
C 11.7813 2.3492 -2.1574 -0.1 -0.1 0.0
C -0.8921 1.9223 2.0383 0.2 2.5 -0.6
H -13.1994 -0.4112 -1.1581 0.0 -0.1 0.1
H -8.1992 0.1493 -3.2978 0.0 0.1 0.0
N -7.3451 0.2864 -2.7806 0.2 0.0 0.2
H 9.2388 2.2143 1.2936 -0.1 0.0 0.0
C -6.9413 -0.8207 -2.1106 -0.1 -0.1 -0.1
N -4.7493 -0.8643 4.9578 0.1 -0.1 0.2
H 9.2202 1.5473 -0.3508 0.2 0.1 0.0
I 0.3729 4.6468 1.0623 -0.1 -0.5 0.2
H 12.4247 0.3818 -0.1750 -0.1 0.0 0.0
H -7.3989 2.3486 -2.4568 0.1 0.1 0.0
H -6.9119 -0.4147 -5.8638 0.0 0.0 0.2
H 14.0172 3.8069 -1.8166 0.0 -0.1 0.0
H 6.9062 2.4001 -0.5818 0.0 0.0 -0.1
H -5.4858 -1.6819 -0.8272 -0.1 -0.1 -0.1
H -3.4236 -0.2113 7.2929 0.0 -0.1 0.1
C 6.5504 2.1297 1.3543 -0.2 0.0 -0.1
C 13.3457 3.9468 -0.9782 -0.3 0.0 0.4
H -5.1146 -0.6498 4.0436 0.0 0.0 0.0
H -2.5713 0.8326 2.3593 0.1 -0.2 0.2
H 2.0448 -0.1152 0.2946 0.4 -0.2 0.1
C 0.2295 2.5135 1.1642 -0.2 0.8 0.0
O -7.5960 -1.8540 -2.1809 -0.1 0.0 0.1
C -2.6836 3.1028 1.2974 -0.4 -0.8 -0.8
H -9.9022 -0.6735 -0.2293 0.0 0.0 0.2
C -2.1747 -0.5342 -0.0928 -0.2 -0.8 -0.9
N 12.1281 3.1714 -1.1375 0.1 0.0 -0.3
C -10.5726 -1.5161 -0.4097 0.3 -0.1 -0.4
H -2.8434 -5.5144 1.9387 -0.1 0.0 0.1
I 2.7157 2.5498 -0.6198 -0.6 -0.2 0.1
C -0.2786 -3.5746 1.7087 0.0 0.1 -0.1
N -1.6625 -0.3142 0.9895 -0.6 1.5 -0.7
C 8.8385 2.3365 0.2907 -0.4 0.0 -0.2
H -6.4634 1.8349 -3.8690 0.1 0.1 0.0
H 7.7663 2.8423 2.9804 0.1 -0.1 0.0
H 11.4357 3.2230 -0.4090 0.0 0.0 0.1
H -3.4193 -3.8921 2.3595 0.0 -0.1 0.1
H 0.3676 -0.0883 -0.0727 -0.2 -0.4 0.0
O 10.7143 1.7460 -2.1353 0.2 -0.1 0.0